*P*
An isolated molecule of C6H10IN, computed with ωB97M-V/def2-TZVPD.

Calculated values
Highest occupied orbital energy   -8.38 eV
Structure (SMILES)   IN1CCCC12CC2
LUMO energy   -0.1 eV
Spin multiplicity   1

Structure (XYZ):
```
18
C6H10IN, DFT ωB97M-V/def2-TZVPD
C 0.8709 -1.5354 -0.1535
C 1.0033 -0.2757 0.7404
C 0.1920 1.7643 -0.9395
C -0.2762 2.0228 0.4484
C -0.6605 -1.7602 -0.2714
C -0.0180 0.6646 0.0767
N -1.2742 -0.4746 -0.3772
I -3.0462 -0.0647 0.7612
H 1.2605 -1.1546 -1.1511
H 1.3084 -2.5768 0.1749
H 0.6189 -0.6424 1.7547
H 1.9915 0.1547 0.6144
H -0.3241 1.9857 -1.9070
H 1.2676 1.9865 -0.9711
H 0.3745 2.4091 1.0944
H -1.2732 2.2973 0.5848
H -1.0397 -2.4548 -1.0860
H -0.9755 -2.3458 0.6068
```

*Q*
An isolated molecule of C6H10IN, computed with ωB97M-V/def2-TZVPD.

Calculated values
Highest occupied orbital energy (spin up / spin down)   -7.56 / -8.33 eV
LUMO energy (spin up / spin down)   -0.4 / 0.4 eV
Spin multiplicity   1

Structure (XYZ):
```
18
C6H10IN, DFT ωB97M-V/def2-TZVPD
C 1.2560 -0.2401 0.8857
C 0.8631 0.4508 -0.4658
C -1.2377 -1.0853 -1.2080
C -1.8323 0.3070 -1.2384
C 0.4135 0.0514 2.1307
C -0.5377 0.0821 -0.6252
N -0.9717 -0.3084 1.9132
I -2.4040 0.9485 2.3095
H 1.0481 -1.2539 0.9671
H 2.3171 -0.1372 1.1722
H 1.1720 1.5629 -0.2787
H 1.6255 0.2767 -1.2124
H -1.9034 -1.6477 -0.5863
H -1.0251 -1.5446 -2.1177
H -1.8922 0.9561 -2.0129
H -2.5924 0.3987 -0.5523
H 0.8589 -0.6795 2.8087
H 0.5508 1.1244 2.2741
```

Taking the most stable structure as the zero point, the relative energies in kcal/mol are *P* 0.0; *Q* 63.1.

*P*
A cluster of 4 separate species, C4H6ClN3 in total, computed with ωB97M-V/def2-TZVPD.

Calculated values
Highest occupied orbital energy   -8.31 eV
LUMO energy   -0.4 eV
Spin multiplicity   1

Structure (XYZ):
```
14
C4H6ClN3, DFT ωB97M-V/def2-TZVPD
C -1.9596 0.5177 -0.8512
C 0.2813 0.3093 0.1598
C 0.8210 -0.3601 1.3249
C 1.2282 -0.1747 -0.8396
H -1.5324 -1.0646 -0.8772
H -3.3342 0.8738 0.1243
H -1.8409 1.2832 -2.2312
H -1.0484 1.4564 0.9650
H 0.6290 -0.1010 2.3469
H 2.3895 -1.9336 1.6302
N -0.8030 1.0448 -0.0279
N 1.9637 -0.9327 1.0922
N 2.3002 -0.9254 -0.2620
Cl 0.9057 0.0070 -2.5545
```

*Q*
An isolated molecule of C4H6ClN3, computed with ωB97M-V/def2-TZVPD.

Calculated values
Highest occupied orbital energy   -7.43 eV
LUMO energy   0.9 eV
Spin multiplicity   1

Structure (XYZ):
```
14
C4H6ClN3, DFT ωB97M-V/def2-TZVPD
C -0.7439 -1.4421 -0.3331
C 0.0296 -0.1975 -0.1269
C -0.4586 1.0447 -0.0010
C 1.4783 -0.5253 -0.1275
N -1.9135 -1.5361 0.1212
N -2.9416 -1.4271 0.5685
N 0.5404 1.9633 0.3214
Cl -2.0989 1.4996 -0.1987
H -0.5390 -2.2601 -0.9940
H 1.6968 -0.8529 0.8103
H 2.0006 0.3274 -0.4227
H 1.7028 -1.2617 -1.0157
H 0.0830 2.8673 0.3149
H 1.1641 1.8006 1.0833
```

Taking the most stable structure as the zero point, the relative energies in kcal/mol are *P* 152.5; *Q* 0.0.

*P*
A cluster of 2 separate species, C2H3N3S2 in total, computed with ωB97M-V/def2-TZVPD.

Calculated values
Highest occupied orbital energy   -8.78 eV
LUMO energy   -2.0 eV
Spin multiplicity   1

Structure (XYZ):
```
10
C2H3N3S2, DFT ωB97M-V/def2-TZVPD
C 0.7583 -0.0376 0.1227
C -0.9906 1.1023 -0.0761
H 2.7793 -0.4057 -0.5454
H -2.1687 1.1514 -0.3431
H -0.9652 -2.4492 1.2121
N 1.1334 1.2443 0.0800
N 0.0238 2.0635 -0.1049
N -0.6133 -0.0689 -0.0881
S 1.8425 -1.3380 -0.1311
S -1.7995 -1.2622 -0.1260
```

*Q*
An isolated molecule of C2H3N3S2, computed with ωB97M-V/def2-TZVPD.

Calculated values
Highest occupied orbital energy   -9.43 eV
Structure (SMILES)   Sc1nncn1S
LUMO energy   -0.2 eV
Spin multiplicity   1

Structure (XYZ):
```
10
C2H3N3S2, DFT ωB97M-V/def2-TZVPD
C -0.4655 -0.5130 -0.0629
C 1.6172 -0.8154 -0.1281
H -1.9127 1.3868 -0.5062
H 2.6737 -0.4178 0.1784
H 1.4967 2.0229 1.3406
N -0.2294 -1.7728 -0.0234
N 1.1808 -1.9928 0.1227
N 0.6798 0.1663 -0.1298
S -2.0982 0.0953 0.0666
S 0.8116 1.7906 -0.0449
```

*R*
An isolated molecule of C2H3N3S2, computed with ωB97M-V/def2-TZVPD.

Calculated values
Highest occupied orbital energy   -9.17 eV
Structure (SMILES)   Sc1nncn1S
LUMO energy   0.3 eV
Spin multiplicity   1

Structure (XYZ):
```
10
C2H3N3S2, DFT ωB97M-V/def2-TZVPD
C 0.6154 0.1959 -0.2533
C -0.5438 -1.4071 0.5905
H 2.3104 1.3738 -1.1588
H -1.3659 -1.9671 1.0407
H -1.4699 1.9721 -0.1214
N 1.3941 -0.8543 -0.1911
N 0.6459 -1.8776 0.3512
N -0.6286 -0.0890 0.2268
S 1.0802 1.7690 -0.8694
S -2.0378 0.8844 0.3850
```

*S*
An isolated molecule of C2H3N3S2, computed with ωB97M-V/def2-TZVPD.

Calculated values
Highest occupied orbital energy   -7.98 eV
Structure (SMILES)   S=c1nc[nH]n1S
LUMO energy   -0.1 eV
Spin multiplicity   1

Structure (XYZ):
```
10
C2H3N3S2, DFT ωB97M-V/def2-TZVPD
C -2.0967 -0.6986 -0.1233
C -0.4495 0.5990 0.0845
H 1.9242 -1.3353 1.2389
H -0.7118 -2.5294 -0.0576
H -3.1435 -1.2097 0.0298
N 0.1608 -0.6793 0.0796
N -0.9754 -1.4753 0.1628
N -1.7961 0.5744 -0.1129
S 1.7777 -0.9184 -0.1505
S 0.4400 1.9642 0.0327
```

Taking the most stable structure as the zero point, the relative energies in kcal/mol are *P* 82.0; *Q* 25.3; *R* 0.0; *S* 31.8.

*P*
The ion C3H4ClO4 with charge -1, computed with ωB97M-V/def2-TZVPD.

Calculated values
Highest occupied orbital energy   -4.83 eV
Total charge   -1
Structure (SMILES)   O=C([O-])[C@](O)(Cl)CO
LUMO energy   3.8 eV
Spin multiplicity   1

Structure (XYZ):
```
12
C3H4ClO4, DFT ωB97M-V/def2-TZVPD
C -1.1694 0.6886 -0.4050
C 1.1197 -0.1694 0.6152
C -0.1504 -0.5099 -0.4588
O -1.4298 1.0358 -1.5386
O -1.3909 1.2604 0.6365
O 0.6344 -0.1237 1.8976
O 0.1549 -0.6949 -1.6930
Cl -0.8548 -2.0455 0.2964
H 2.0124 -0.8953 0.6672
H 1.6170 0.7763 0.2748
H -0.0757 0.7177 1.9708
H -0.4674 -0.0401 -2.2632
```

*Q*
A cluster of 2 separate species, C3H4ClO4 in total, computed with ωB97M-V/def2-TZVPD.

Calculated values
Highest occupied orbital energy   -5.26 eV
Total charge   -1
LUMO energy   3.8 eV
Spin multiplicity   1

Structure (XYZ):
```
12
C3H4ClO4, DFT ωB97M-V/def2-TZVPD
C 0.0062 1.1667 0.3678
C 0.3042 -1.3175 0.4271
C 0.8412 -0.0630 -0.1990
O 0.1348 2.3660 -0.2397
O -0.4952 1.0165 1.4626
O -1.0628 -1.5526 0.5965
O 1.7783 0.0372 -0.9499
Cl -1.6164 0.4399 -1.6664
H 0.7898 -2.2987 -0.0540
H 0.7654 -1.2748 1.3582
H -1.3909 -0.7756 0.1438
H -0.0547 2.2560 -1.2471
```

Taking the most stable structure as the zero point, the relative energies in kcal/mol are *P* 14.0; *Q* 0.0.

*P*
An isolated molecule of C10H15NO4, computed with ωB97M-V/def2-TZVPD.

Calculated values
Highest occupied orbital energy   -9.16 eV
Structure (SMILES)   CCO[C@H]1OCC2=C1C(O)(O)[C@@H](C)N=C2
LUMO energy   0.3 eV
Spin multiplicity   1

Structure (XYZ):
```
30
C10H15NO4, DFT ωB97M-V/def2-TZVPD
C 0.2987 -1.0609 -2.5581
C -0.4582 -0.3319 -1.6038
C -0.3643 -0.3670 -0.3063
C -1.4140 0.7675 -2.0044
C -1.1681 0.6873 0.2953
C 1.8903 -1.5888 -0.8927
C 1.0558 -1.1689 0.3652
C 2.8673 -2.8421 -0.6296
C -2.2963 2.8912 1.6961
C -0.9863 2.3008 2.1378
N 1.2124 -1.8606 -2.1615
O -1.8978 1.2963 -0.8091
O 0.5234 -2.1863 1.2351
O 1.7969 -0.3027 1.1230
O -0.4222 1.4703 1.1021
H -0.1315 -1.2950 -3.5488
H -0.7960 1.4326 -2.6365
H -2.4113 0.4765 -2.4678
H -1.9190 0.2161 1.0212
H 2.4821 -0.7038 -0.9679
H 2.1402 -3.7423 -0.9199
H 3.1018 -2.8713 0.3526
H 3.7233 -2.8720 -1.3800
H -3.2582 2.3408 1.8664
H -2.4889 3.6752 2.4436
H -2.1548 3.2517 0.7032
H -1.1840 1.7813 3.0071
H -0.2055 3.0577 2.2122
H 1.3100 -2.6241 1.6440
H 1.1543 0.1723 1.6814
```

*Q*
An isolated molecule of C10H15NO4, computed with ωB97M-V/def2-TZVPD.

Calculated values
Highest occupied orbital energy   -9.49 eV
Structure (SMILES)   CCO[C@H]1OCC2=C1C(O)(O)[C@@H](C)N=C2
LUMO energy   0.5 eV
Spin multiplicity   1

Structure (XYZ):
```
30
C10H15NO4, DFT ωB97M-V/def2-TZVPD
C 2.1190 -1.9261 -0.3917
C 0.6391 -1.7333 -0.1569
C 0.2241 -0.5321 0.2603
C -0.4376 -2.7419 0.0137
C -1.1514 -0.5992 0.7681
C 2.2797 0.3981 -0.6717
C 1.2070 0.7636 0.3444
C 3.5175 1.3049 -0.4592
C -3.7326 1.5634 -0.7815
C -3.2438 0.3891 0.0216
N 2.8226 -0.8977 -0.6468
O -1.5215 -2.0025 0.5681
O 1.6768 0.7735 1.7387
O 0.5767 1.9984 0.0902
O -1.8294 0.3713 0.0720
H 2.7031 -2.7716 -0.3962
H -0.6899 -3.2818 -0.8572
H -0.0968 -3.4175 0.7986
H -1.1038 -0.4217 1.9016
H 1.7240 0.6363 -1.5913
H 4.0527 0.8276 0.4210
H 3.2969 2.2875 -0.1315
H 4.1129 1.2626 -1.3624
H -3.2382 1.6372 -1.6889
H -4.8045 1.5500 -0.9984
H -3.5401 2.4881 -0.2387
H -3.5666 -0.5382 -0.4218
H -3.7585 0.5340 1.1255
H 1.8531 -0.1301 1.9844
H -0.0907 2.2080 0.6859
```

Taking the most stable structure as the zero point, the relative energies in kcal/mol are *P* 22.7; *Q* 0.0.

*P*
A cluster of 7 separate species, C4H23NO7 in total, computed with ωB97M-V/def2-TZVPD.

Calculated values
Highest occupied orbital energy   -9.61 eV
Structure (SMILES)   COC[C@H](C)N.O.O.O.O.O.O
LUMO energy   0.1 eV
Spin multiplicity   1

Structure (XYZ):
```
35
C4H23NO7, DFT ωB97M-V/def2-TZVPD
C 1.7846 -0.2956 -1.3506
C 0.7076 -0.7635 -2.3229
C 1.3477 -1.5599 -3.5284
O 2.2736 -0.7445 -4.2281
C 3.0522 -1.5174 -5.0670
N -0.1846 -1.5630 -1.4816
H 2.5538 0.3197 -1.8172
H 2.3094 -1.1336 -0.8918
H 1.4020 0.4728 -0.6789
H 0.1066 0.0788 -2.6655
H 0.6669 -2.0496 -4.2247
H 1.9740 -2.3645 -3.1430
H 3.8839 -0.9139 -5.4306
H 2.5193 -1.8851 -5.9438
H 3.4903 -2.3819 -4.5683
H -0.8348 -0.9376 -1.0275
H -0.8319 -2.0582 -2.0782
O -3.1979 2.7528 0.1219
H -2.7365 2.3644 0.8652
H -2.7009 3.5450 -0.0819
O -2.3246 4.3987 3.8385
H -2.6119 5.0398 3.1884
H -2.2708 3.5743 3.3551
O -0.2660 1.0171 4.3295
H 0.2991 1.7163 4.0008
H 0.0447 0.8562 5.2204
O -0.7569 -1.7078 4.4357
H -1.3479 -1.8562 5.1739
H -0.6365 -0.7585 4.4118
O -1.5915 1.4889 1.9222
H -1.3545 0.7217 1.4011
H -1.1802 1.3374 2.7732
O -1.3124 -1.3915 1.6766
H -1.4753 -1.7199 2.5609
H -0.8006 -2.0818 1.2548
```

*Q*
A cluster of 7 separate species, C4H23NO7 in total, computed with ωB97M-V/def2-TZVPD.

Calculated values
Highest occupied orbital energy   -8.73 eV
Structure (SMILES)   COC[C@H](C)N.O.O.O.O.O.O
LUMO energy   -0.3 eV
Spin multiplicity   1

Structure (XYZ):
```
35
C4H23NO7, DFT ωB97M-V/def2-TZVPD
C 1.6688 0.4941 -0.1092
C 1.6527 -1.0297 -0.3390
C 2.6774 -1.8233 0.4576
O 4.0202 -1.5388 0.1839
C 4.8710 -2.3662 0.9130
N 0.2736 -1.6076 -0.2061
H 2.5467 0.8449 -0.6559
H 1.8024 0.6872 0.9563
H 0.7857 1.0426 -0.4355
H 1.8562 -1.2461 -1.3997
H 2.4104 -2.8895 0.4574
H 2.4148 -1.6101 1.5105
H 4.7845 -2.2621 2.0004
H 5.9086 -2.0800 0.7064
H 4.8157 -3.4044 0.5616
H 0.2441 -2.1647 -1.0503
H -0.3456 -0.8490 -0.4504
O -0.2835 0.1320 2.4883
H -1.0798 0.3083 3.0040
H -0.5123 0.4145 1.5961
O -2.6940 2.5388 -2.1040
H -3.0564 3.2868 -1.6053
H -2.1555 2.9463 -2.7917
O -0.8001 -0.3846 -2.5256
H -1.3484 -0.5926 -3.2917
H -0.1676 0.2703 -2.8460
O -5.0129 1.4666 -1.0635
H -5.6306 1.6351 -1.7822
H -4.1453 1.7465 -1.4098
O -2.1291 0.8940 0.3172
H -2.5931 0.0477 0.3514
H -2.2456 1.2018 -0.5938
O -2.5143 1.9699 3.2658
H -3.4199 1.9155 3.5892
H -2.5987 2.0059 2.3008
```

Taking the most stable structure as the zero point, the relative energies in kcal/mol are *P* 0.0; *Q* 7.2.

*P*
An isolated molecule of C4H3N3O, computed with ωB97M-V/def2-TZVPD.

Calculated values
Highest occupied orbital energy   -9.66 eV
Structure (SMILES)   O=c1ncccnn1
LUMO energy   -1.8 eV
Spin multiplicity   1

Structure (XYZ):
```
11
C4H3N3O, DFT ωB97M-V/def2-TZVPD
C -0.3114 1.0325 0.5520
C -1.2042 -1.0858 -0.1964
C -0.0679 -1.7184 -0.3613
C 1.1568 -1.1274 -0.6132
H -2.2728 -1.4170 -0.5329
H -0.1979 -2.8579 -0.8411
H 2.1660 -1.7261 -0.9714
N -1.3218 0.1881 0.1863
N 1.3893 0.1864 -0.8258
N 0.7473 1.1675 -0.4383
O -0.3549 1.5752 1.7004
```

*Q*
A structure of composition C4H3N3O, computed with ωB97M-V/def2-TZVPD.

Calculated values
Highest occupied orbital energy   -9.85 eV
LUMO energy   -0.6 eV
Spin multiplicity   1

Structure (XYZ):
```
11
C4H3N3O, DFT ωB97M-V/def2-TZVPD
C 1.7469 0.3870 0.0534
C 0.1867 -0.9369 -0.0554
C -1.9319 0.4102 0.0304
C 0.2403 0.4171 -0.1296
H 2.3526 0.8466 0.8504
H 2.3767 0.5611 -0.8072
H -2.7891 0.9113 -0.1442
N -0.8638 -1.6508 -0.0352
N -2.0823 -0.9730 0.1015
N -0.8325 1.1474 0.0568
O 1.5964 -1.1199 0.0791
```

Taking the most stable structure as the zero point, the relative energies in kcal/mol are *P* 14.2; *Q* 0.0.